The ion C7H15N2 with charge +1, computed with the ωB97M-V functional and the def2-TZVPD basis.

Its relative energy (zero: lowest compared OMol25 entry of this formula, charge and spin) is 36.7 kcal/mol. The value obtained for the HOMO energy is -13.82 eV. For the frontier orbital gap, the calculation gives 10.97 eV. As for the electronic energy: -384.9383 hartree. As for the SMILES: C[N+](C)=C1NCC1(C)C. As for the maximum force: 3.91 eV/Å.

```
! wB97M-V def2-TZVPD RIJCOSX def2/J DEFGRID3
* xyz 1 1
H -0.370 -1.494 -1.779
H 0.371 0.988 -1.987
H 0.955 0.123 3.000
N 1.150 -0.022 0.830
H -0.677 2.295 -1.213
H 2.343 -0.770 2.246
H 1.886 -1.510 -0.254
N -1.095 0.550 1.475
C -0.997 0.108 -0.586
C -0.636 1.213 -1.623
C -1.265 -1.217 -1.262
H -1.339 -2.075 -0.470
H -1.193 0.935 2.433
H 1.751 0.019 -1.190
H -2.801 -0.371 0.687
C 1.701 0.084 2.174
H 3.088 -0.120 0.232
C 2.120 -0.412 -0.155
H -2.520 1.440 0.382
H -2.176 -1.196 -1.874
H -1.258 0.999 -2.543
C -2.171 0.431 0.493
C -0.124 0.256 0.580
H 2.414 0.913 2.309
*
```



A structure of composition C7H15N2O3S, computed with the ωB97M-V functional and the def2-TZVPD basis.

Its relative energy (zero: lowest compared OMol25 entry of this formula, charge and spin) is 95.0 kcal/mol. The value obtained for the HOMO energy (spin up / spin down) is -13.39 / -13.39 eV. For the frontier orbital gap (spin up / spin down), the calculation gives 7.57 / 7.62 eV. As for the electronic energy: -1008.6825 hartree. As for the maximum force: 2.97 eV/Å.

```
! wB97M-V def2-TZVPD RIJCOSX def2/J DEFGRID3
* xyz 1 1
C -0.232 3.478 -0.699
H -0.913 -3.117 -0.345
H -1.299 3.505 -0.750
H 3.058 -1.562 -1.670
H -0.517 1.549 -1.205
H 4.304 -0.466 -1.027
C 0.409 1.380 0.553
O 1.195 1.713 1.454
H 0.113 3.641 -1.737
H -3.369 -0.929 1.643
C -2.676 -0.144 1.329
N 2.522 -0.569 -0.004
H 0.101 3.994 0.156
N -0.083 2.086 -0.457
H 3.984 -1.995 -0.248
O 0.931 -1.956 -0.784
C 0.175 -0.198 0.653
O -1.798 0.304 -1.780
S -1.512 -0.741 0.091
H -2.489 -2.629 -0.713
H -2.036 0.185 2.132
H 2.705 0.223 0.664
H -3.424 0.455 0.918
H -2.370 -2.930 1.031
C -1.773 -2.612 0.065
C 3.532 -1.203 -0.806
C 1.277 -0.994 -0.131
H 0.184 -0.469 1.665
*
```



The ion C7H15N2S with charge +1, computed with the ωB97M-V functional and the def2-TZVPD basis.

Its relative energy (zero: lowest compared OMol25 entry of this formula, charge and spin) is 47.9 kcal/mol. The value obtained for the HOMO energy is -12.58 eV. For the frontier orbital gap, the calculation gives 9.54 eV. As for the electronic energy: -783.1266 hartree. As for the SMILES: CC(C)=C(C)S/[NH+]=C(/C)N. As for the maximum force: 4.41 eV/Å.

```
! wB97M-V def2-TZVPD RIJCOSX def2/J DEFGRID3
* xyz 1 1
H -1.911 -1.184 -1.738
H -0.531 -2.012 -1.545
C -1.017 -1.164 -1.263
H -0.010 1.605 -3.131
C -1.018 0.388 3.296
H 2.109 1.176 -2.702
H 3.030 1.051 -1.016
S 1.634 -0.543 0.353
C -0.047 -0.469 2.476
H -2.060 0.028 2.942
H -0.881 1.499 3.105
H -0.706 -2.089 3.420
H -0.250 -0.118 -3.765
H 0.363 -2.247 1.925
H -1.000 0.009 4.299
C 0.990 0.393 -1.148
H -1.639 0.750 -3.157
N -0.107 -1.758 2.624
C -0.177 0.048 -1.679
C -0.580 0.639 -3.055
C 2.064 1.375 -1.567
H -1.195 -1.224 -0.166
H 1.767 2.428 -1.360
H 0.640 1.224 1.363
N 0.529 0.194 1.488
*
```



The ion C7H15N2Si with charge +1, computed with the ωB97M-V functional and the def2-TZVPD basis.

Its relative energy (zero: lowest compared OMol25 entry of this formula, charge and spin) is 56.1 kcal/mol. The value obtained for the HOMO energy is -12.52 eV. For the frontier orbital gap, the calculation gives 8.76 eV. As for the electronic energy: -674.4287 hartree. As for the SMILES: Cc1c[nH]c([Si](C)(C)C)[nH+]1. As for the maximum force: 5.73 eV/Å.

```
! wB97M-V def2-TZVPD RIJCOSX def2/J DEFGRID3
* xyz 1 1
C -2.060 -0.457 1.967
C -2.036 -1.607 -0.949
C 2.511 -0.856 0.412
H 3.207 2.436 -0.129
H -1.319 0.107 2.535
H 1.131 -2.357 1.117
C 2.375 0.393 -0.221
H -1.479 2.263 -0.470
H 4.417 0.922 -0.423
Si -1.714 -0.133 0.096
H -1.246 -1.800 -1.777
N 1.355 -1.475 0.555
H -1.576 -2.410 -0.302
H -2.993 -0.091 2.510
N 1.049 0.695 -0.359
C 3.430 1.351 -0.575
H 3.458 -1.357 0.594
H -3.057 -1.722 -1.161
C -2.249 1.482 -0.735
C 0.198 -0.189 0.110
H -3.269 1.725 -0.512
H -2.199 1.498 -1.755
H 3.340 1.585 -1.635
H 0.736 1.504 -0.992
H -2.007 -1.507 2.099
*
```



A cluster of 2 separate species, C7H15N3O2 in total, computed with the ωB97M-V functional and the def2-TZVPD basis.

Its relative energy (zero: lowest compared OMol25 entry of this formula, charge and spin) is 96.9 kcal/mol. The value obtained for the HOMO energy is -6.97 eV. For the frontier orbital gap, the calculation gives 7.59 eV. As for the electronic energy: -590.3007 hartree. As for the maximum force: 4.12 eV/Å.

```
! wB97M-V def2-TZVPD RIJCOSX def2/J DEFGRID3
* xyz 0 1
H -3.594 -1.192 0.787
H 2.007 0.082 2.844
H 3.223 1.391 -0.036
H 2.073 0.133 -0.698
H -1.932 -2.790 -0.090
C 2.207 0.645 1.908
H 4.950 -0.693 -0.574
N -0.276 -0.070 0.358
H -3.960 -1.673 -0.902
H 3.796 -1.035 -1.600
N -0.919 1.068 -0.157
H 4.562 0.588 -1.831
C 3.048 0.403 -0.220
H -3.040 0.370 -1.614
C -1.886 -1.741 -0.277
H -2.553 2.247 0.027
O 2.822 -0.123 1.097
O 2.065 1.870 1.749
N -0.767 -1.210 0.042
C -2.309 1.196 0.171
C -3.334 0.287 -0.569
H -2.426 0.852 1.201
H -0.396 1.913 0.229
C 4.186 -0.170 -1.116
C -3.268 -1.143 -0.235
H -4.378 0.674 -0.491
H 0.097 -1.878 -0.001
*
```



The ion C7H15N4O with charge +1, computed with the ωB97M-V functional and the def2-TZVPD basis.

Its relative energy (zero: lowest compared OMol25 entry of this formula, charge and spin) is 198.3 kcal/mol. The value obtained for the HOMO energy is -13.40 eV. For the frontier orbital gap, the calculation gives 7.08 eV. As for the electronic energy: -569.4350 hartree. As for the SMILES: CCCCCO[N@@H+]1CN=NC=N1. As for the maximum force: 4.53 eV/Å.

```
! wB97M-V def2-TZVPD RIJCOSX def2/J DEFGRID3
* xyz 1 1
H -1.087 -0.184 0.049
H 0.869 3.418 -1.690
C 0.522 0.923 -0.233
C 1.453 -3.735 0.415
H -2.224 -4.585 0.556
H 1.561 -4.196 1.523
C -0.132 2.319 0.066
N 0.751 -4.503 -0.496
C -0.181 3.222 -1.158
O 0.621 -1.360 0.071
N 0.369 -2.479 0.802
H -0.824 2.699 -1.939
H 1.566 0.899 0.089
H 0.285 0.854 -1.302
H -1.230 1.989 0.454
C -0.675 4.672 -0.786
C -1.244 -4.172 0.458
H 0.017 -0.228 1.641
H -0.505 5.290 -1.760
N -0.390 -4.825 -0.290
C -0.051 -0.236 0.483
H -1.729 4.427 -0.484
N -0.926 -2.913 0.735
H 2.437 -3.233 0.036
H 0.543 -2.016 1.719
H 0.277 2.895 0.925
H -0.074 5.059 0.116
*
```



> electronic energy of number 4 (C7H15N2Si)?

-674.4287 hartree